## P
Molecular formula: C3H3NOS
Method: DFT, ωB97M-V/def2-TZVPD

Structure (ORCA input):
```
! RIJCOSX wB97M-V def2-TZVPD def2/J DEFGRID3
* xyz 0 1
C -1.85 0.20 -2.07
C -1.43 0.89 -1.07
S -1.96 1.28 0.35
H -2.56 -0.46 -1.80
H -1.35 0.00 -3.05
N 0.65 1.39 1.79
C 0.94 1.77 0.71
O 0.97 2.17 -0.37
H 1.10 1.76 2.60
*
```

The structure (SMILES) is C=C=S.N=C=O. The frontier orbital gap is 0.275 Ha. As for the LUMO energy: -0.82 eV.

---

## Q
Molecular formula: C3H3NOS
Method: DFT, ωB97M-V/def2-TZVPD

Structure (ORCA input):
```
! RIJCOSX wB97M-V def2-TZVPD def2/J DEFGRID3
* xyz 0 1
S -2.34 -0.56 -0.09
C -0.62 -0.59 0.20
C 0.05 0.66 0.07
C 1.32 0.20 0.02
O 1.47 -1.13 -0.15
N 0.07 -1.69 0.12
H -2.22 0.80 0.21
H -0.20 1.76 -0.13
H 2.47 0.55 -0.25
*
```

The structure (SMILES) is Sc1ccon1. The frontier orbital gap is 0.373 Ha. As for the LUMO energy: 0.65 eV.

---

## R
Molecular formula: C3H3NOS
Method: DFT, ωB97M-V/def2-TZVPD

Structure (ORCA input):
```
! RIJCOSX wB97M-V def2-TZVPD def2/J DEFGRID3
* xyz 0 1
N 2.20 -1.56 -0.21
C 1.57 -0.59 -0.17
C 0.73 0.61 -0.14
O -0.54 0.22 -0.64
C -1.51 -0.12 0.18
S -2.93 -0.77 -0.26
H 1.08 1.40 -0.80
H 0.60 0.99 0.86
H -1.20 -0.17 1.19
*
```

The structure (SMILES) is N#CCOC=S. The frontier orbital gap is 0.336 Ha. As for the LUMO energy: -0.13 eV.

---

Stability check: which of them is most stable? R.

---

## P
Molecular formula: C7H8N4
Method: DFT, ωB97M-V/def2-TZVPD

Structure (ORCA input):
```
! RIJCOSX wB97M-V def2-TZVPD def2/J DEFGRID3
* xyz 0 1
C -1.10 0.96 2.09
C -1.56 -1.26 0.20
C -0.85 -0.19 -0.65
C 0.95 1.61 -0.40
C -0.83 -0.45 2.22
C 0.61 0.12 -0.30
C 1.00 -0.10 1.11
N -1.41 2.04 1.88
N -1.59 -1.32 1.47
N 1.56 1.93 0.88
N 1.65 0.95 1.63
H -2.22 -1.93 -0.34
H -0.80 -0.51 -1.63
H -1.34 0.71 -0.62
H 1.78 1.80 -1.02
H 0.28 2.41 -0.80
H -0.60 -0.89 3.15
H 1.20 -0.55 -0.94
H 1.18 -1.06 1.50
*
```

The frontier orbital gap is 0.297 Ha. As for the LUMO energy: -0.66 eV.

---

## Q
Molecular formula: C7H8N4
Method: DFT, ωB97M-V/def2-TZVPD

Structure (ORCA input):
```
! RIJCOSX wB97M-V def2-TZVPD def2/J DEFGRID3
* xyz 0 1
C -1.96 1.11 -0.29
C -0.85 1.16 0.81
C 0.34 0.31 0.40
C 1.49 0.88 -0.16
C 2.54 0.07 -0.54
C 2.52 -1.27 -0.32
C 1.27 -1.81 0.29
H -2.82 1.30 0.36
H -1.60 1.86 -1.21
H -0.79 2.24 1.01
H -1.16 0.64 1.69
H 1.41 1.94 -0.33
H 3.59 0.51 -0.87
H 3.16 -1.99 -0.59
H 0.95 -3.00 0.37
N -3.43 -1.78 0.11
N -2.87 -0.97 -0.34
N -2.10 -0.15 -0.98
N 0.30 -1.05 0.61
*
```

The frontier orbital gap is 0.358 Ha. As for the LUMO energy: 0.85 eV.

---

Stability check: which of them is most stable? Q.

---

## P
Molecular formula: C5H11NP
Method: DFT, ωB97M-V/def2-TZVPD

Structure (ORCA input):
```
! RIJCOSX wB97M-V def2-TZVPD def2/J DEFGRID3
* xyz 1 1
C 3.33 0.25 -0.27
C 2.31 0.03 -1.10
C 0.91 -0.15 -0.51
C -0.22 0.03 -1.14
C -2.13 -0.23 0.09
N -1.58 -0.97 1.21
P -2.59 1.55 0.28
H 4.31 0.32 -0.61
H 3.24 0.28 0.81
H 2.40 -0.42 -2.09
H 0.80 -0.53 0.51
H -0.30 0.37 -2.14
H -2.66 -0.79 -0.77
H -0.61 -1.22 0.96
H -1.65 -0.18 1.87
H -2.24 -1.77 1.28
H -2.06 1.48 1.67
H -1.27 1.96 -0.06
*
```

The frontier orbital gap is 0.324 Ha. As for the LUMO energy: -4.28 eV.

---

## Q
Molecular formula: C5H11NP
Method: DFT, ωB97M-V/def2-TZVPD

Structure (ORCA input):
```
! RIJCOSX wB97M-V def2-TZVPD def2/J DEFGRID3
* xyz 1 1
C 2.78 0.35 -0.10
C -2.11 1.48 0.08
C -2.88 0.29 -0.24
C -0.52 -2.00 -0.09
C -0.41 -0.50 0.17
N -1.48 0.18 0.01
P 4.29 0.95 -0.07
H 2.21 0.30 0.83
H -1.62 1.96 -0.72
H -2.45 2.12 0.89
H -3.62 -0.09 0.48
H -3.09 0.00 -1.30
H -0.45 -2.22 -1.18
H 0.11 -2.58 0.59
H -1.59 -2.19 0.34
H 0.43 -0.21 0.75
H 5.08 0.88 -1.16
H 5.34 1.29 0.74
*
```

The frontier orbital gap is 0.285 Ha. As for the LUMO energy: -4.38 eV.

---

Stability check: which of them is most stable? P.

---

## P
Molecular formula: CH3NO2S
Method: DFT, ωB97M-V/def2-TZVPD

Structure (ORCA input):
```
! RIJCOSX wB97M-V def2-TZVPD def2/J DEFGRID3
* xyz 0 3
C 2.39 -0.95 1.18
N -0.67 -0.34 -1.00
O 2.24 -1.77 0.41
O -0.53 1.89 0.49
S -1.40 0.47 0.38
H -0.80 2.29 1.35
H -1.17 -0.41 -1.92
H -0.07 -1.17 -0.89
*
```

As for the expectation value of S²: 2.01. The frontier orbital gap (alpha / beta) is 0.198 / 0.311 Ha. As for the LUMO energy (alpha / beta): 0.61 / -1.76 eV.

---

## Q
Molecular formula: CH3NO2S
Method: DFT, ωB97M-V/def2-TZVPD

Structure (ORCA input):
```
! RIJCOSX wB97M-V def2-TZVPD def2/J DEFGRID3
* xyz 0 3
C 0.23 -0.52 -0.14
N -0.04 0.94 -0.76
O -0.99 1.50 -0.25
O 0.77 1.25 -1.57
S -0.95 -0.87 1.20
H -0.02 -1.09 -1.10
H 1.12 -0.68 0.31
H -0.12 -0.52 2.30
*
```

As for the expectation value of S²: 2.01. The frontier orbital gap (alpha / beta) is 0.272 / 0.237 Ha. As for the LUMO energy (alpha / beta): 0.51 / -3.55 eV.

---

Stability check: which of them is most stable? P.